P:
Computed, not measured: a cluster of 2 separate species, C2H5NO3 in total, with wB97M-V/def2-TZVPD.

Last column: Mulliken charge in e.
Positions of all 11 atoms, in Å:
N -0.649 1.298 0.950  -0.313
C 0.608 1.052 0.542  -0.014
O 1.236 1.682 -0.262  -0.520
H -1.235 1.887 0.372  0.232
H -1.096 0.773 1.684  0.234
H 1.095 0.157 1.157  0.328
O -1.275 -1.506 -1.828  -0.463
C -0.235 -1.376 -1.264  0.370
O 0.149 -1.989 -0.160  -0.432
H 0.423 -0.459 -1.442  0.194
H 0.979 -1.520 0.250  0.384

Calculated values
- orbital gap (Ha) = 0.4074
- SMILES string = NC=O.O=CO

Q:
Computed, not measured: a cluster of 2 separate species, C2H5NO3 in total, with wB97M-V/def2-TZVPD.

Last column: Mulliken charge in e.
Positions of all 11 atoms, in Å:
C -1.722 0.540 0.189  -0.908
N 0.233 -0.916 -0.182  -0.560
C -0.241 0.307 -0.202  0.805
O 2.276 -0.034 -0.810  -0.116
O 2.901 -0.230 0.334  -0.189
O 0.426 1.322 -0.442  -0.466
H 2.754 -1.177 0.542  0.367
H -0.434 -1.679 -0.269  0.210
H -2.257 -0.384 0.394  0.323
H -1.732 1.175 1.074  0.261
H -2.203 1.077 -0.627  0.274

Calculated values
- orbital gap (spin up / spin down) (Ha) = 0.2633 / 0.2493

Which structure is the most stable? The one labeled P.

P:
Computed, not measured: a cluster of 2 separate species, C2H5NO3 in total, with wB97M-V/def2-TZVPD.

Last column: Mulliken charge in e.
Positions of all 11 atoms, in Å:
O -0.357 -1.253 4.008  -0.488
C -0.495 -1.847 2.941  0.166
N -0.879 -1.346 1.681  -0.258
C -1.516 -0.086 1.527  0.149
O -0.978 1.053 1.472  -0.454
H -0.097 -2.850 2.580  0.259
H -1.256 -2.182 1.051  0.336
H -2.535 -0.418 1.340  0.291
O 2.586 2.641 -5.488  -0.649
H 3.465 3.032 -5.151  0.333
H 2.063 3.256 -5.961  0.315

Calculated values
- orbital gap (Ha) = 0.3883
- SMILES string = O=CNC=O.O

Q:
Computed, not measured: an isolated molecule of C2H5NO3, with wB97M-V/def2-TZVPD.

Last column: Mulliken charge in e.
Positions of all 11 atoms, in Å:
C -1.306 -0.946 -0.676  -0.948
C -0.406 -0.155 -0.107  0.584
O -0.642 0.684 0.949  -0.483
O 0.711 0.361 -0.979  -0.237
N 1.779 0.786 -0.235  -0.075
O 2.157 -0.195 0.632  -0.336
H -2.333 -0.964 -0.353  0.228
H -1.087 -1.415 -1.618  0.286
H -1.591 0.781 1.083  0.311
H 1.482 1.615 0.298  0.253
H 1.235 -0.551 1.007  0.418

Calculated values
- orbital gap (Ha) = 0.3622
- SMILES string = C=C(O)ONO

R:
Computed, not measured: a cluster of 2 separate species, C2H5NO3 in total, with wB97M-V/def2-TZVPD.

Last column: Mulliken charge in e.
Positions of all 11 atoms, in Å:
O -1.023 -1.152 -0.721  -0.465
C 0.166 -1.276 -0.613  0.037
N 0.967 -0.142 -0.409  -0.119
C 0.603 1.209 -0.729  -0.054
O -0.183 1.454 -1.593  -0.401
H 0.758 -2.198 -0.612  0.342
H 1.944 -0.301 -0.212  0.244
H 1.110 1.940 -0.089  0.405
O -1.643 0.366 1.961  -0.632
H -1.673 -0.576 1.708  0.326
H -1.027 0.676 1.310  0.317

Calculated values
- orbital gap (Ha) = 0.4025
- SMILES string = O=CNC=O.O

S:
Computed, not measured: a structure of composition C2H5NO3, with wB97M-V/def2-TZVPD.

Last column: Mulliken charge in e.
Positions of all 11 atoms, in Å:
C -0.524 1.338 0.479  -0.514
C 0.919 -0.980 -0.278  0.782
N 1.516 -0.136 0.450  -0.651
O -0.516 -0.061 -0.745  -0.256
O -1.657 -0.919 -0.850  -0.290
O 0.856 -2.133 -0.612  -0.569
H -1.215 -1.752 -1.131  0.336
H 2.372 -0.359 0.933  0.215
H -0.137 1.136 1.467  0.347
H -1.475 1.531 -0.015  0.293
H -0.138 2.335 0.302  0.307

Calculated values
- orbital gap (Ha) = 0.3373

Which structure is the most stable? The one labeled R.

P:
Computed, not measured: a cluster of 3 separate species, C5H12O3 in total, with wB97M-V/def2-TZVPD.

Last column: Mulliken charge in e.
Positions of all 20 atoms, in Å:
C 0.850 -2.021 -2.255  -1.138
C 0.285 -0.842 -1.536  -0.038
C -0.019 -0.828 -0.239  -0.372
C -0.421 0.381 0.485  -0.491
C -0.222 0.586 1.779  0.099
O -0.686 1.686 2.451  -0.482
H 1.895 -2.195 -1.974  0.265
H 0.338 -2.964 -2.065  0.315
H 0.939 -1.867 -3.320  0.330
H 0.289 0.098 -2.075  0.315
H -0.093 -1.799 0.246  0.330
H -1.088 1.074 -0.022  0.220
H 0.261 -0.065 2.498  0.357
H -1.360 2.123 1.912  0.292
O 5.219 -1.522 2.242  -0.645
H 5.811 -2.062 2.782  0.322
H 5.547 -0.619 2.265  0.323
O -6.065 3.873 -1.207  -0.639
H -5.798 3.834 -0.284  0.318
H -5.682 3.129 -1.683  0.321

Calculated values
- orbital gap (Ha) = 0.3178
- SMILES string = C/C=C/C=C/O.O.O

Q:
Computed, not measured: a cluster of 2 separate species, C5H12O3 in total, with wB97M-V/def2-TZVPD.

Last column: Mulliken charge in e.
Positions of all 20 atoms, in Å:
C 1.436 0.649 1.421  0.026
C 0.174 -0.105 -0.861  -0.892
C 0.345 -1.599 -0.699  -1.106
O 2.446 -0.175 1.389  -0.318
O 1.672 1.926 1.292  -0.320
H 3.287 0.195 1.048  0.301
H 2.560 2.162 0.951  0.305
H 0.042 0.301 1.611  0.543
H -0.227 0.144 -1.846  0.479
H 1.136 0.414 -0.858  0.475
H -0.111 -2.176 -1.505  0.344
H 1.378 -1.953 -0.671  0.316
H -0.042 -2.109 0.187  0.311
C -2.449 0.081 -0.604  -1.425
C -1.177 0.541 0.092  0.382
O -1.128 0.161 1.377  -0.732
H -1.024 1.628 -0.048  0.232
H -3.300 0.489 -0.059  0.365
H -2.490 0.429 -1.635  0.401
H -2.529 -1.004 -0.580  0.312

Calculated values
- orbital gap (Ha) = 0.2863

R:
Computed, not measured: a cluster of 3 separate species, C5H12O3 in total, with wB97M-V/def2-TZVPD.

Last column: Mulliken charge in e.
Positions of all 20 atoms, in Å:
C -0.224 -0.679 -0.201  0.617
C -1.757 -0.420 -1.786  -0.703
C 0.098 0.608 -0.626  -0.767
C 1.781 0.738 0.649  -0.592
C 1.330 1.200 2.011  -0.872
O 0.466 -1.793 -0.513  -0.534
O -0.964 -0.832 0.909  -0.481
O -2.632 -1.441 -1.341  -0.512
H -0.745 -1.680 1.323  0.347
H 0.741 -1.781 -1.441  0.381
H -3.019 -1.140 -0.507  0.323
H -1.290 -0.756 -2.711  0.366
H -2.275 0.535 -1.913  0.303
H 0.612 0.739 -1.567  0.323
H -0.475 1.424 -0.213  0.344
H 2.355 -0.189 0.674  0.321
H 2.361 1.487 0.106  0.324
H 0.705 2.096 1.943  0.252
H 0.763 0.420 2.531  0.216
H 2.168 1.463 2.672  0.342

Calculated values
- orbital gap (Ha) = 0.2529

S:
Computed, not measured: a cluster of 3 separate species, C5H12O3 in total, with wB97M-V/def2-TZVPD.

Last column: Mulliken charge in e.
Positions of all 20 atoms, in Å:
C 1.354 0.133 2.299  -1.211
C 0.515 -0.129 1.108  -0.252
C 0.869 0.322 -0.106  -0.071
C 0.130 -0.090 -1.204  -0.084
C 0.087 0.668 -2.325  0.001
O -0.598 0.279 -3.415  -0.537
H 0.767 0.160 3.359  0.306
H 2.162 -0.691 2.528  0.267
H 1.874 1.091 2.224  0.390
H -0.360 -0.672 1.448  0.331
H 1.921 0.668 -0.313  0.322
H -0.373 -1.012 -1.421  -0.163
H 0.638 1.614 -2.500  0.335
H -0.836 -0.826 -3.350  0.381
O -1.319 -3.607 0.170  -0.651
H -1.710 -2.980 0.837  0.339
H -0.542 -3.044 -0.178  0.320
O -0.668 2.685 2.558  -0.603
H -0.496 3.391 2.113  0.247
H -0.084 2.027 2.113  0.334

Calculated values
- orbital gap (Ha) = 0.3243
- SMILES string = C/C=C/C=C/O.O.O

Which structure is the most stable? The one labeled P.

P:
Computed, not measured: a cluster of 2 separate species, C5H12O3 in total, with wB97M-V/def2-TZVPD.

Last column: Mulliken charge in e.
Positions of all 20 atoms, in Å:
C -0.229 0.918 2.200  -1.383
C -1.066 1.132 0.896  0.723
C -2.487 0.603 1.073  -1.446
C -0.358 0.667 -0.364  -0.889
C 0.021 -0.784 -0.506  0.545
O 0.782 -1.221 -1.332  -0.628
O -0.719 -1.638 0.231  -0.428
H -0.058 1.880 2.671  0.370
H -0.666 0.290 2.975  0.321
H 0.726 0.498 1.911  0.305
H -1.106 2.222 0.837  0.402
H -2.825 0.566 2.104  0.398
H -3.216 1.177 0.483  0.352
H -2.665 -0.383 0.640  0.296
H 0.632 1.110 -0.499  0.355
H -0.958 0.988 -1.205  0.349
H -0.600 -2.531 -0.131  0.357
O 3.398 0.264 -2.135  -0.642
H 2.537 -0.144 -1.956  0.324
H 3.900 -0.260 -1.488  0.318

Calculated values
- orbital gap (Ha) = 0.4206
- SMILES string = CC(C)CC(=O)O.O

Q:
Computed, not measured: a cluster of 3 separate species, C5H12O3 in total, with wB97M-V/def2-TZVPD.

Last column: Mulliken charge in e.
Positions of all 20 atoms, in Å:
C -3.444 -1.002 0.721  -0.662
C -2.123 -0.736 0.652  0.070
C -1.506 0.122 -0.268  -0.243
C -0.055 0.219 -0.336  0.584
O 0.362 -0.358 -1.533  -0.619
C 0.418 1.681 -0.254  -1.295
H -3.841 -1.711 1.438  0.277
H -4.147 -0.568 0.018  0.263
H -1.487 -1.252 1.368  0.329
H -2.101 0.526 -1.086  0.352
H 1.388 -0.396 -1.474  0.480
H 0.069 2.163 0.663  0.353
H 1.506 1.680 -0.269  0.354
H 0.029 2.264 -1.093  0.367
H 0.378 -0.324 0.510  0.283
H 3.061 -0.784 1.860  0.253
O 2.329 -0.426 1.334  -0.750
H 3.631 -0.551 -1.465  0.152
H 2.698 -0.354 0.313  0.375
O 2.831 -0.194 -1.103  -0.924

Calculated values
- orbital gap (Ha) = 0.1735

Which structure is the most stable? The one labeled P.